# 1
The following is a DFT calculation (the ωB97M-V functional and the def2-TZVPD basis) of a cluster of 2 separate species, C2H10N2S2 in total in a non-equilibrium geometry.

Structure (XYZ):
```
16
Properties=species:S:1:pos:R:3
C -1.32602 1.89668 -1.39040
S -2.28026 0.88655 -0.18257
S -2.60147 -1.11409 -0.76831
H -1.62263 2.94577 -1.31814
H -0.32122 1.79762 -1.00172
H -1.64779 1.65915 -2.40377
H -1.52762 -1.18899 -1.55165
N 1.86046 0.33605 1.40862
C 1.08801 -0.60755 0.58507
N 0.91528 -1.85463 1.28349
H 2.54627 -0.21152 1.90806
H 2.29638 0.97649 0.76179
H 1.68902 -0.85631 -0.29397
H 0.15067 -0.15969 0.26374
H 0.63310 -2.65915 0.74163
H 0.14782 -1.84639 1.95814
```

Output
Kohn-Sham gap (eV): 8.645
SMILES: CSS.NCN
Calculated total energy (Eh): -988.03653

# 2
The following is a DFT calculation (the ωB97M-V functional and the def2-TZVPD basis) of a cluster of 2 separate species, C2H10N3 in total.

Structure (XYZ):
```
15
Properties=species:S:1:pos:R:3
C 0.18613 -1.01710 0.73863
C -0.88301 -1.01091 -0.06026
N -1.60668 -2.10841 -0.47537
N 0.69816 0.27822 1.21063
H 0.67461 -1.90017 1.10569
H -1.34840 -0.08826 -0.39339
H -2.00002 -1.97976 -1.39442
H -1.13689 -2.99189 -0.43409
H 1.64380 0.19126 1.58013
H 0.13424 0.66586 1.96903
H 0.71180 1.03456 0.42952
N 0.71947 2.10113 -0.84949
H -0.10842 2.65692 -0.96414
H 0.79966 1.45212 -1.62376
H 1.51557 2.71643 -0.83870
```

Output
Charge: +1
Kohn-Sham gap (eV): 9.904
Calculated total energy (Eh): -246.22532

# 3
The following is a DFT calculation (the ωB97M-V functional and the def2-TZVPD basis) of a cluster of 2 separate species, C2H10N3O in total in a non-equilibrium geometry.

Structure (XYZ):
```
16
Properties=species:S:1:pos:R:3
C -0.94483 -0.22746 1.64633
N -1.41353 -0.50081 0.30362
C -0.66409 -0.56227 -0.84529
N -1.00702 -1.42041 -1.88841
N 0.42074 0.32937 -1.00581
H -1.79962 0.07582 2.23381
H -0.20503 0.56566 1.65193
H -0.50528 -1.11540 2.12241
H -2.37381 -0.82700 0.31092
H -1.92216 -1.81412 -1.95754
H -0.32861 -1.65846 -2.58935
H 1.05701 0.11653 -1.76083
H 1.00891 0.41027 -0.17851
H 3.64086 2.40129 0.48477
H 2.24148 2.29379 1.09348
O 2.79499 1.93318 0.37849
```

Output
Expectation value of S²: 0.753
Multiplicity: 2
Kohn-Sham gap (alpha / beta) (eV): 4.466 / 9.230
Calculated total energy (Eh): -321.61653